Entry 1:
Formula: C2H10N
Source: the Open Molecules 2025 dataset
Level of theory: the ωB97M-V functional and the def2-TZVPD basis

```
13
Properties=species:S:1:pos:R:3:mulliken_charge:R:1
H -1.941 -1.128 0.596 0.324
H -0.469 -0.426 1.270 0.250
H 1.125 -0.018 -0.417 0.179
H -2.267 0.615 -0.979 0.280
H -0.662 1.320 -0.756 0.290
H -1.861 1.437 0.503 0.262
H 2.682 0.573 -0.425 0.401
H -0.570 -1.210 -0.390 0.342
C -1.468 0.774 -0.264 -0.693
H 2.359 -1.105 -0.380 0.404
H 2.032 -0.094 0.954 0.400
C -1.046 -0.563 0.353 -1.002
N 2.085 -0.175 -0.064 -0.436
```

Output
Calculated total energy in eV: -3719.2921
HOMO level in eV: -16.05
Energy above the lowest of the compared OMol25 structures with the same formula, charge and spin in kJ/mol: 11.9
Spin multiplicity: 1
Net charge: +1


Entry 2:
Formula: C2H10N
Source: the Open Molecules 2025 dataset
Level of theory: the ωB97M-V functional and the def2-TZVPD basis

```
13
Properties=species:S:1:pos:R:3:mulliken_charge:R:1
H 0.166 -1.539 -1.655 0.407
H -1.394 0.957 1.182 0.241
H 0.308 0.066 -1.372 0.241
H 1.049 -0.572 0.518 0.348
H -0.985 -0.464 -2.238 0.390
H -0.573 0.543 2.721 0.316
C -0.659 0.309 1.665 -0.712
H 1.421 0.742 1.529 0.356
H 0.519 -0.435 -2.946 0.395
N 0.011 -0.628 -2.084 -0.429
C 0.660 0.387 0.851 -1.166
H -1.124 -0.651 1.604 0.279
H 0.600 1.285 0.225 0.333
```

Output
Calculated total energy in eV: -3718.9701
HOMO level in eV: -15.75
Energy above the lowest of the compared OMol25 structures with the same formula, charge and spin in kJ/mol: 42.9
Spin multiplicity: 1
Net charge: +1


Entry 3:
Formula: C2H10N2
Source: the Open Molecules 2025 dataset
Level of theory: the ωB97M-V functional and the def2-TZVPD basis

```
14
Properties=species:S:1:pos:R:3:mulliken_charge:R:1
H -3.705 0.672 -3.140 0.240
H 2.865 -0.894 0.802 0.274
H 0.055 -0.714 -0.071 0.228
H 1.296 -1.215 -1.026 0.217
H -4.293 1.109 -1.584 0.228
N 1.334 -0.120 2.069 -0.630
C -3.657 1.469 -2.395 -0.920
H -2.623 1.581 -2.084 0.209
N 0.975 -1.137 -0.071 -0.602
H 0.705 -0.917 2.230 0.276
H -4.072 2.344 -2.877 0.243
H 2.159 0.566 0.251 0.249
C 1.903 -0.373 0.744 -0.253
H 2.030 -0.443 2.743 0.241
```

Output
Calculated total energy in eV: -5215.8471
HOMO level in eV: -9.25
Energy above the lowest of the compared OMol25 structures with the same formula, charge and spin in kJ/mol: 48.7
Structure (SMILES): NCN.C
Spin multiplicity: 1
Net charge: 0


Entry 4:
Formula: C2H10N2O
Source: the Open Molecules 2025 dataset
Level of theory: the ωB97M-V functional and the def2-TZVPD basis

```
15
Properties=species:S:1:pos:R:3:mulliken_charge:R:1
N 0.521 -2.725 -0.967 -0.546
C 0.217 -1.329 -1.191 -0.093
H 0.901 0.144 -0.087 0.428
H 1.042 2.223 1.283 0.218
H 0.148 -1.121 -2.267 0.224
H -0.293 -3.312 -1.105 0.208
H 0.852 -2.841 -0.029 0.212
H -0.772 -1.038 -0.794 0.143
H -1.445 2.422 1.575 0.330
H -1.517 1.015 0.500 0.250
C -0.884 1.564 1.197 -0.783
N 0.388 1.948 0.562 -0.570
H 0.261 2.733 -0.054 0.194
O 1.251 -0.566 -0.644 -0.534
H -0.670 0.884 2.021 0.320
```

Output
Calculated total energy in eV: -7263.3311
HOMO level in eV: -8.90
Energy above the lowest of the compared OMol25 structures with the same formula, charge and spin in kJ/mol: 57.1
Structure (SMILES): NCO.CN
Spin multiplicity: 1
Net charge: 0


Entry 5:
Formula: C2H10N2O
Source: the Open Molecules 2025 dataset
Level of theory: the ωB97M-V functional and the def2-TZVPD basis

```
15
Properties=species:S:1:pos:R:3:mulliken_charge:R:1
N 2.467 0.100 -0.082 -0.600
H -0.361 0.251 0.905 0.216
N -0.418 -0.088 -0.066 -0.518
C 1.565 1.235 -0.535 -0.708
H -3.257 -1.489 0.604 0.301
H -0.389 1.601 -1.412 0.399
C 0.243 0.826 -1.064 -0.470
O -3.084 -1.893 1.425 -0.626
H -1.449 0.122 -0.263 0.192
H -3.213 -1.151 2.065 0.321
H 1.465 1.915 0.319 0.317
H 0.478 0.269 -1.983 0.248
H 2.058 1.888 -1.250 0.322
H 2.118 -0.686 -0.653 0.298
H 2.033 -0.026 0.900 0.309
```

Output
Calculated total energy in eV: -7262.8509
HOMO level in eV: -9.60
Energy above the lowest of the compared OMol25 structures with the same formula, charge and spin in kJ/mol: 103.5
Structure (SMILES): NCCN.O
Spin multiplicity: 1
Net charge: 0


Entry 6:
Formula: C2H10N2O
Source: the Open Molecules 2025 dataset
Level of theory: the ωB97M-V functional and the def2-TZVPD basis

```
15
Properties=species:S:1:pos:R:3:mulliken_charge:R:1
H 1.358 -0.124 1.511 0.243
N 1.540 -1.045 1.122 -0.647
H -0.906 -0.015 1.606 0.321
O -0.329 3.074 -1.524 -0.638
C -1.347 -0.289 0.660 -0.844
H -2.323 -0.678 0.926 0.335
H 0.327 3.400 -0.893 0.317
C 0.821 -1.122 -0.155 -0.389
H 1.284 -1.935 -0.725 0.314
H -1.574 0.587 0.041 0.179
H -1.071 -1.641 -0.836 0.223
N -0.590 -1.321 -0.012 -0.327
H -1.073 2.970 -0.904 0.311
H 1.062 -0.177 -0.661 0.326
H 1.105 -1.675 1.793 0.275
```

Output
Calculated total energy in eV: -7263.3008
HOMO level in eV: -8.73
Energy above the lowest of the compared OMol25 structures with the same formula, charge and spin in kJ/mol: 60.0
Structure (SMILES): CNCN.O
Spin multiplicity: 1
Net charge: 0


Entry 7:
Formula: C2H10N2O
Source: the Open Molecules 2025 dataset
Level of theory: the ωB97M-V functional and the def2-TZVPD basis

```
15
Properties=species:S:1:pos:R:3:mulliken_charge:R:1
N 0.098 -1.205 1.759 -0.603
H 0.908 -1.732 -3.741 0.330
O 0.559 -1.095 -4.397 -0.648
H -0.899 2.014 1.608 0.284
C -0.103 0.211 2.233 -0.591
H -0.367 1.290 -0.954 0.221
H 0.456 2.169 -0.102 0.229
H 1.264 -0.479 -4.570 0.316
H -0.851 -1.544 1.614 0.235
N 0.075 1.229 -0.044 -0.613
H -0.741 0.280 3.133 0.295
H 0.405 -1.667 2.615 0.240
H -1.743 0.638 0.917 0.395
C -0.756 1.038 1.122 -0.429
H 0.878 0.643 2.409 0.339
```

Output
Calculated total energy in eV: -7263.1622
HOMO level in eV: -9.18
Energy above the lowest of the compared OMol25 structures with the same formula, charge and spin in kJ/mol: 73.4
Structure (SMILES): NCCN.O
Spin multiplicity: 1
Net charge: 0


Entry 8:
Formula: C2H10N2O2
Source: the Open Molecules 2025 dataset
Level of theory: the ωB97M-V functional and the def2-TZVPD basis

```
16
Properties=species:S:1:pos:R:3:mulliken_charge:R:1
H 0.140 2.206 2.421 0.253
H 0.177 -2.217 0.261 0.721
H 0.055 2.743 0.764 0.248
C 0.263 1.877 1.379 -0.967
H 0.506 -0.804 1.893 0.609
O 2.444 -1.607 -1.793 -1.034
N -0.226 -1.317 0.001 0.074
O -2.282 0.165 -1.505 -0.854
H 1.304 1.575 1.258 0.373
H 1.925 -2.078 -2.461 0.544
H 1.781 -1.500 -1.084 0.188
H -1.431 0.943 0.486 0.223
N -0.607 0.767 1.025 0.576
H -2.078 0.454 -2.394 0.344
H -1.849 -0.684 -1.288 0.360
C -0.122 -0.523 1.038 -2.658
```

Output
Calculated total energy in eV: -9309.7105
HOMO level (spin up / spin down) in eV: 1.16 / -4.89
Energy above the lowest of the compared OMol25 structures with the same formula, charge and spin in kJ/mol: 44.2
Spin multiplicity: 2
Net charge: -1


Entry 9:
Formula: C2H10N2O2
Source: the Open Molecules 2025 dataset
Level of theory: the ωB97M-V functional and the def2-TZVPD basis

```
16
Properties=species:S:1:pos:R:3:mulliken_charge:R:1
H 0.108 -1.195 -2.976 0.283
H -1.311 0.397 -1.950 0.244
H 0.924 -0.333 -0.492 0.016
H -1.469 0.542 0.992 0.224
O 0.864 -1.215 -2.413 -0.512
N -0.473 0.829 -1.638 -0.597
H -0.553 1.319 -0.692 0.227
H -0.217 -1.041 3.021 0.251
O 0.446 0.952 1.372 -0.555
H 1.685 0.582 -1.600 0.241
N -0.876 -0.955 2.248 -0.671
H -1.094 0.954 2.743 0.388
C -0.765 0.475 1.814 -0.226
H -0.360 -1.614 1.524 0.265
H 1.270 0.569 1.737 0.297
C 0.761 -0.007 -1.522 0.125
```

Output
Calculated total energy in eV: -9309.5928
HOMO level in eV: -9.08
Energy above the lowest of the compared OMol25 structures with the same formula, charge and spin in kJ/mol: 190.7
Structure (SMILES): NCO.NCO
Spin multiplicity: 1
Net charge: 0